Record 1
{
  "formula": "C17H33F3O14S",
  "method": "ωB97M-V/def2-TZVPD",
  "symbols": ["C", "O", "C", "C", "O", "C", "S", "C", "F", "F", "F", "H", "H", "H", "H", "H", "H", "H", "H", "H", "C", "O", "C", "O", "O", "C", "H", "H", "H", "H", "H", "H", "C", "O", "C", "O", "O", "C", "H", "H", "H", "H", "H", "H", "C", "O", "C", "O", "O", "C", "H", "H", "H", "H", "H", "H", "C", "O", "C", "O", "O", "C", "H", "H", "H", "H", "H", "H"],
  "coordinates": [[2.117, 3.650, -6.906], [3.125, 3.616, -5.916], [4.133, 2.669, -6.179], [3.744, 1.234, -5.728], [2.602, 1.208, -4.894], [2.807, 1.055, -3.524], [3.905, 2.257, -2.701], [1.424, 1.185, -2.855], [0.465, 0.658, -3.632], [1.075, 2.445, -2.582], [1.418, 0.498, -1.688], [2.509, 4.066, -7.847], [1.710, 2.648, -7.105], [1.305, 4.276, -6.528], [4.352, 2.638, -7.256], [5.024, 3.020, -5.641], [3.479, 0.635, -6.610], [4.601, 0.740, -5.250], [3.147, 0.034, -3.300], [4.954, 2.105, -3.516], [-0.189, -2.505, -2.432], [-0.821, -3.639, -3.049], [-2.093, -3.439, -3.374], [-2.696, -2.406, -3.240], [-2.590, -4.573, -3.869], [-3.962, -4.489, -4.262], [0.835, -2.811, -2.234], [-0.199, -1.651, -3.103], [-0.684, -2.248, -1.497], [-4.093, -3.743, -5.044], [-4.591, -4.238, -3.410], [-4.222, -5.474, -4.640], [-3.227, -0.356, -0.166], [-2.987, -0.357, 1.247], [-1.747, -0.710, 1.588], [-0.869, -1.022, 0.827], [-1.656, -0.661, 2.914], [-0.364, -0.994, 3.435], [-4.263, -0.061, -0.297], [-2.572, 0.355, -0.665], [-3.072, -1.350, -0.581], [0.387, -0.299, 3.066], [-0.091, -2.012, 3.160], [-0.441, -0.912, 4.515], [-1.234, 5.488, 1.687], [-2.524, 4.970, 2.026], [-2.492, 3.793, 2.651], [-1.498, 3.178, 2.937], [-3.743, 3.417, 2.900], [-3.849, 2.154, 3.569], [-1.418, 6.436, 1.191], [-0.636, 5.644, 2.582], [-0.713, 4.809, 1.014], [-3.369, 2.195, 4.545], [-3.402, 1.367, 2.969], [-4.911, 1.964, 3.692], [3.605, -2.300, 8.084], [2.565, -3.277, 8.198], [1.509, -3.044, 7.422], [1.379, -2.113, 6.671], [0.621, -4.016, 7.620], [-0.573, -3.890, 6.841], [4.386, -2.621, 8.766], [3.988, -2.265, 7.066], [3.239, -1.316, 8.371], [-0.341, -3.914, 5.778], [-1.091, -2.963, 7.081], [-1.190, -4.742, 7.107]],
  "mulliken_charge": [-0.707, -0.272, -0.512, -0.779, -0.292, 0.042, -0.182, 0.503, -0.258, -0.253, -0.197, 0.321, 0.293, 0.232, 0.338, 0.334, 0.414, 0.460, 0.413, 0.094, -0.350, -0.363, 0.795, -0.547, -0.347, -0.627, 0.284, 0.221, 0.160, 0.292, 0.292, 0.214, -0.601, -0.345, 0.752, -0.538, -0.281, -0.604, 0.261, 0.293, 0.226, 0.325, 0.263, 0.189, -0.582, -0.339, 0.840, -0.547, -0.337, -0.255, 0.214, 0.286, 0.259, 0.302, -0.019, 0.221, -0.619, -0.330, 0.809, -0.537, -0.309, -0.587, 0.215, 0.295, 0.292, 0.266, 0.283, 0.223],
  "spin_multiplicity": 1,
  "charge": 0,
  "homo_lumo_gap_ev": 10.210,
  "smiles": "COCCO[C@@H](S)C(F)(F)F.COC(=O)OC.COC(=O)OC.COC(=O)OC.COC(=O)OC",
  "e_homo_ev": -9.64
}

Record 2
{
  "formula": "C34H29BrFFeN6O6S",
  "method": "ωB97M-V/def2-TZVPD",
  "symbols": ["Fe", "Br", "C", "C", "C", "C", "O", "C", "C", "N", "C", "C", "C", "C", "C", "C", "C", "C", "N", "C", "C", "H", "H", "H", "H", "H", "H", "H", "H", "H", "H", "C", "C", "N", "C", "C", "C", "S", "N", "C", "O", "C", "C", "C", "C", "C", "C", "H", "H", "H", "H", "H", "H", "H", "H", "H", "H", "H", "H", "H", "H", "H", "F", "C", "C", "N", "C", "C", "O", "O", "C", "O", "N", "C", "O", "H", "H", "H", "H"],
  "coordinates": [[0.941, -0.367, 0.282], [-2.639, 5.157, 4.301], [-1.868, 3.659, 3.453], [-2.354, 2.377, 3.750], [-1.748, 1.274, 3.213], [-0.628, 1.399, 2.335], [0.008, 0.339, 1.939], [-0.199, 2.722, 1.953], [0.807, 2.950, 0.998], [1.401, 1.988, 0.295], [2.321, 2.421, -0.623], [2.358, 3.686, -1.222], [3.398, 4.019, -2.083], [4.435, 3.163, -2.352], [4.434, 1.873, -1.781], [5.465, 0.920, -1.982], [5.330, -0.341, -1.442], [4.147, -0.672, -0.760], [3.155, 0.195, -0.560], [3.305, 1.463, -0.992], [-0.830, 3.816, 2.557], [-3.204, 2.301, 4.440], [-2.132, 0.279, 3.448], [1.212, 3.962, 0.866], [1.571, 4.422, -1.000], [3.383, 5.007, -2.561], [5.258, 3.514, -2.995], [6.324, 1.176, -2.619], [6.106, -1.125, -1.561], [3.980, -1.652, -0.350], [-0.499, 4.848, 2.366], [-5.243, 1.221, 1.256], [-5.297, 1.622, -0.219], [-4.053, 2.217, -0.718], [-4.100, 3.687, -0.853], [-4.059, 4.427, 0.488], [-2.906, 1.490, -0.881], [-1.458, 2.176, -1.395], [-2.997, 0.163, -0.668], [-2.043, -0.725, -0.676], [-0.772, -0.575, -0.844], [-2.525, -2.164, -0.510], [-3.907, -2.443, -0.403], [-4.362, -3.753, -0.302], [-3.458, -4.813, -0.212], [-2.099, -4.560, -0.329], [-1.635, -3.247, -0.533], [-6.161, 0.707, 1.540], [-5.106, 2.076, 1.924], [-4.402, 0.539, 1.415], [-6.099, 2.355, -0.421], [-5.531, 0.762, -0.857], [-5.050, 3.960, -1.334], [-3.249, 3.934, -1.513], [-5.023, 4.381, 1.003], [-3.822, 5.482, 0.291], [-3.308, 3.978, 1.127], [-4.612, -1.607, -0.466], [-5.445, -3.961, -0.290], [-3.820, -5.830, -0.059], [-1.393, -5.389, -0.325], [-0.575, -3.027, -0.716], [3.453, -4.647, -3.501], [3.899, -4.567, -2.234], [3.072, -4.724, -1.178], [3.440, -4.438, 0.123], [2.437, -3.998, 1.071], [1.766, -2.627, 0.778], [1.373, -1.921, 1.749], [1.606, -2.259, -0.463], [4.802, -4.225, 0.441], [5.188, -4.063, 1.586], [5.626, -4.243, -0.666], [5.326, -4.325, -2.042], [6.154, -4.147, -2.906], [2.019, -4.947, -1.321], [2.866, -3.929, 2.063], [1.636, -4.735, 1.097], [6.604, -4.061, -0.428]],
  "mulliken_spin": [3.812, 0.000, 0.006, 0.000, 0.006, 0.017, 0.047, 0.002, -0.009, 0.009, 0.010, 0.004, 0.000, 0.004, -0.002, 0.002, -0.001, -0.004, 0.036, -0.027, -0.002, 0.000, 0.000, 0.007, 0.001, 0.000, 0.000, 0.000, 0.000, 0.003, 0.000, 0.000, 0.000, 0.001, 0.000, 0.001, -0.002, 0.002, 0.007, -0.005, 0.034, 0.003, -0.003, 0.001, 0.000, 0.000, 0.000, 0.000, 0.000, 0.000, 0.000, 0.000, 0.000, 0.000, 0.000, 0.000, 0.000, 0.000, 0.000, 0.000, 0.000, 0.003, 0.000, 0.001, 0.000, 0.002, -0.005, -0.029, 0.036, 0.034, 0.000, 0.000, 0.000, 0.000, 0.000, 0.000, 0.000, 0.001, 0.000],
  "spin_multiplicity": 5,
  "charge": -1,
  "homo_lumo_gap_ev": [6.084, 6.064],
  "e_above_lowest_ev": 0.000,
  "e_homo_ev": [-4.36, -4.35]
}

Record 3
{
  "formula": "C6H12O2",
  "method": "ωB97M-V/def2-TZVPD",
  "symbols": ["C", "C", "C", "C", "C", "C", "O", "O", "H", "H", "H", "H", "H", "H", "H", "H", "H", "H", "H", "H"],
  "coordinates": [[0.862, -0.223, -0.534], [-0.429, -0.246, 0.278], [-1.098, -1.681, 0.072], [-1.431, 0.838, -0.103], [1.570, 1.149, -0.230], [2.455, 1.324, 0.734], [0.675, -0.429, -1.905], [-2.238, -1.849, 0.876], [0.137, 0.293, -2.253], [-1.974, -1.802, 1.802], [1.520, -1.033, -0.203], [-0.168, -0.152, 1.338], [-1.439, -1.774, -0.960], [-0.358, -2.469, 0.270], [1.310, 1.962, -0.897], [-1.643, 0.819, -1.171], [-2.369, 0.658, 0.418], [-1.059, 1.823, 0.169], [2.948, 2.269, 0.899], [2.730, 0.523, 1.403]],
  "mulliken_charge": [-0.216, 0.537, -0.788, -1.599, -0.352, -0.744, -0.561, -0.521, 0.364, 0.337, 0.509, 0.423, 0.296, 0.339, 0.279, 0.354, 0.412, 0.397, 0.277, 0.257],
  "spin_multiplicity": 1,
  "charge": 0,
  "homo_lumo_gap_ev": 10.529,
  "e_above_lowest_ev": 1.847,
  "smiles": "C=C[C@H](O)[C@@H](C)CO",
  "e_homo_ev": -9.67
}

Record 4
{
  "formula": "C3H8NO",
  "method": "ωB97M-V/def2-TZVPD",
  "symbols": ["C", "N", "H", "H", "H", "H", "O", "C", "C", "H", "H", "H", "H"],
  "coordinates": [[1.923, 1.834, 0.299], [0.951, 1.829, -0.510], [1.957, 1.109, 1.096], [2.730, 2.532, 0.114], [0.921, 2.564, -1.208], [0.147, 1.161, -0.290], [-0.330, -0.288, 0.254], [-1.166, -1.029, -0.235], [-1.285, -2.443, 0.220], [-1.591, -0.743, -1.209], [-0.840, -3.094, -0.488], [-2.325, -2.752, 0.306], [-0.641, -2.520, 1.095]],
  "mulliken_charge": [-0.145, -0.083, 0.300, 0.281, 0.262, 0.396, -0.562, 0.307, -1.009, 0.315, 0.315, 0.336, 0.288],
  "spin_multiplicity": 1,
  "charge": 1,
  "homo_lumo_gap_ev": 9.861,
  "e_above_lowest_ev": 0.552,
  "e_homo_ev": -14.72
}

no.,strongest force on any atom (eV Å⁻¹)
1,0.434
2,2.670
3,2.368
4,2.097